Entry 1:
176
Properties=species:S:1:pos:R:3:forces:R:3 method="wB97M-V/def2-TZVPD" largest_force_ev_per_a=2.79 charge=-1 e_tot_ev=-113987.0616 molar_mass_da=1026.5
K 21.305 5.894 1.114 -0.15 0.02 0.09
S 21.792 3.346 -1.004 -0.89 -0.12 -1.09
O 22.033 2.556 0.171 0.75 -1.96 1.33
O 22.636 4.534 -0.904 0.98 1.08 -0.27
O 22.078 2.620 -2.238 0.05 0.21 -0.22
O 20.372 3.737 -0.944 -0.45 0.09 -0.75
C 22.516 -1.233 -4.079 -0.72 -0.24 -0.57
C 23.302 0.048 -4.368 -0.83 -1.44 -0.55
C 22.481 1.084 -5.305 2.28 -1.45 0.70
O 22.214 0.536 -6.574 -1.21 -0.32 -1.11
C 21.491 1.463 -7.413 0.07 -0.39 0.49
N 23.758 0.612 -3.104 -0.26 0.94 -0.55
H 21.508 -1.030 -3.717 -0.13 0.10 0.18
H 23.009 -1.884 -3.356 0.22 0.25 0.21
H 22.412 -1.851 -4.970 -0.11 0.10 -0.24
H 24.168 -0.374 -4.878 0.24 0.74 -0.70
H 23.224 1.849 -5.533 -0.36 0.98 0.78
H 21.553 1.367 -4.808 0.22 0.51 0.14
H 20.895 0.978 -8.186 0.34 -0.66 0.11
H 22.154 2.153 -7.934 0.27 0.18 0.20
H 20.749 2.020 -6.841 0.09 0.22 0.31
H 23.190 1.437 -2.976 0.21 0.57 0.43
H 23.455 0.039 -2.330 0.03 -0.38 0.04
C 20.948 3.964 4.841 -0.93 0.93 0.69
C 21.383 3.069 3.713 1.08 -1.17 1.55
C 21.010 1.534 3.996 0.99 1.37 0.75
O 21.310 1.127 5.351 0.64 0.57 -0.59
C 22.723 1.148 5.717 -1.26 -0.85 -0.45
N 20.831 3.472 2.457 -0.28 -0.10 0.52
H 21.403 3.856 5.826 0.27 -0.60 -0.15
H 19.873 3.909 5.011 -0.27 -0.36 -0.01
H 21.077 5.023 4.617 0.36 0.09 -0.47
H 22.464 3.175 3.619 0.27 -0.27 0.14
H 21.503 0.910 3.252 0.24 -0.06 0.10
H 19.944 1.379 3.827 -0.14 0.14 0.34
H 23.105 0.146 5.519 0.27 -0.09 0.06
H 22.754 1.335 6.790 0.10 0.15 -0.10
H 23.352 1.841 5.158 -0.30 0.32 0.01
H 19.984 2.923 2.490 -0.82 0.42 -0.98
H 21.417 3.020 1.770 -0.21 0.06 -0.60
C 16.687 1.820 -0.199 -1.43 0.38 1.49
C 16.990 2.206 1.326 -1.26 0.23 -1.91
C 16.260 1.216 2.219 1.38 -1.14 1.21
O 14.883 1.081 2.031 -1.29 -0.61 0.67
C 14.219 0.231 3.022 -0.61 1.23 -0.87
N 18.417 2.281 1.511 -0.03 -0.79 0.48
H 17.266 0.929 -0.444 0.53 0.47 -0.32
H 16.689 2.671 -0.879 1.02 -0.10 -0.13
H 15.656 1.491 -0.329 -0.32 -0.13 0.40
H 16.659 3.191 1.655 -0.72 0.26 -0.62
H 16.437 1.436 3.272 0.26 0.41 0.24
H 16.716 0.235 2.082 0.31 -0.39 -0.20
H 14.530 -0.810 3.112 0.53 0.05 -0.49
H 13.169 0.262 2.733 0.05 -0.30 -0.38
H 14.154 0.640 4.031 0.82 0.44 0.14
H 18.779 2.995 0.896 -0.03 0.18 -0.08
H 18.826 1.485 1.043 0.52 -0.97 0.20
C 25.004 7.258 0.371 -0.60 0.29 -0.17
C 25.329 5.962 1.113 0.79 1.49 1.10
C 26.081 6.233 2.485 -0.06 -0.03 -1.46
O 27.283 6.970 2.220 0.11 -0.48 0.08
C 28.063 7.284 3.363 -0.81 0.22 -0.29
N 24.142 5.198 1.359 -0.62 0.82 0.51
H 24.542 7.008 -0.585 0.53 -0.11 -0.45
H 25.851 7.935 0.267 0.20 -0.39 -0.30
H 24.215 7.895 0.770 -0.16 -0.20 0.94
H 26.017 5.444 0.444 0.47 -0.29 0.13
H 26.254 5.241 2.902 0.45 -0.12 0.29
H 25.485 6.798 3.202 -0.42 0.09 -0.08
H 27.429 7.773 4.103 -0.11 0.06 0.31
H 28.818 8.015 3.072 0.08 -0.22 -0.15
H 28.523 6.416 3.835 0.09 -0.21 -0.11
H 24.315 4.279 1.742 0.17 -0.27 0.22
H 23.654 5.061 0.485 0.08 -0.30 -0.20
C 17.787 0.144 -3.661 0.26 1.13 -1.71
C 18.950 1.142 -3.954 -0.05 0.45 0.49
C 18.554 2.637 -4.444 -0.70 -1.47 1.03
O 17.681 2.611 -5.580 -0.23 -1.30 0.15
C 17.476 3.832 -6.246 1.12 0.52 1.24
N 19.744 1.096 -2.692 -0.21 0.73 -0.93
H 17.216 -0.013 -4.576 -0.27 0.03 -0.07
H 17.118 0.581 -2.919 0.14 -0.32 0.25
H 18.217 -0.824 -3.401 -0.08 0.23 0.43
H 19.602 0.765 -4.742 -0.21 -0.35 -0.17
H 19.457 3.237 -4.557 0.30 -0.10 -0.53
H 18.011 3.113 -3.627 -0.17 0.13 0.35
H 16.536 3.952 -6.784 0.16 -0.91 -0.29
H 18.384 3.972 -6.833 -0.29 0.62 -0.62
H 17.420 4.622 -5.497 0.20 0.42 0.15
H 20.745 1.137 -2.815 0.28 -0.22 -0.62
H 19.672 1.949 -2.155 -0.72 0.60 0.12
C 16.745 6.620 0.891 -0.94 -1.45 -0.77
C 17.275 5.587 -0.142 0.18 1.94 -0.39
C 17.296 6.206 -1.571 -0.69 -0.82 -0.22
O 15.942 6.422 -1.982 -1.20 0.17 0.11
C 15.679 7.039 -3.245 1.42 0.35 0.59
N 18.594 5.254 0.329 0.38 -0.26 0.51
H 16.865 6.204 1.891 0.08 0.02 0.05
H 15.676 6.637 0.675 -0.17 0.85 0.29
H 17.250 7.584 0.841 -0.12 -0.08 -0.24
H 16.658 4.689 -0.171 -0.46 0.19 -0.07
H 17.696 5.484 -2.282 0.54 -0.24 -0.02
H 17.912 7.104 -1.620 -0.04 0.32 0.13
H 16.255 7.964 -3.250 0.14 0.24 -0.41
H 14.646 7.332 -3.431 -0.20 -0.42 0.80
H 15.980 6.434 -4.101 0.25 -0.30 0.01
H 19.190 4.734 -0.298 -0.04 0.06 -0.82
H 18.390 4.529 1.002 0.31 0.45 0.80
C 27.089 2.741 -2.984 1.10 -0.74 0.35
C 26.136 3.719 -2.393 -1.33 1.27 -0.59
C 25.260 4.442 -3.480 0.54 -0.85 0.36
O 26.115 5.065 -4.436 -0.80 0.07 -1.14
C 25.324 5.615 -5.519 -0.46 0.46 1.40
N 25.287 3.152 -1.295 0.49 0.92 -1.31
H 26.596 1.857 -3.388 -0.26 0.06 -0.02
H 27.748 2.396 -2.188 -0.04 -0.25 0.22
H 27.788 3.117 -3.731 -0.42 0.42 -0.17
H 26.603 4.604 -1.960 0.80 -0.29 0.29
H 24.618 5.171 -2.986 -0.01 0.32 0.11
H 24.572 3.739 -3.950 -0.04 -0.36 -0.32
H 24.509 6.182 -5.068 -0.06 0.46 0.13
H 24.747 4.913 -6.121 0.71 -0.70 -0.16
H 25.885 6.315 -6.140 0.38 -0.39 0.12
H 24.673 2.466 -1.710 0.13 -0.87 -0.28
H 24.612 3.902 -1.256 -0.49 0.34 1.05
C 22.771 7.725 -2.941 1.56 0.24 -0.93
C 21.473 6.989 -3.091 -0.25 0.15 0.73
C 21.408 5.813 -4.089 1.44 0.12 0.69
O 21.877 6.181 -5.368 -0.50 -1.44 -1.34
C 21.921 5.029 -6.305 0.54 1.89 0.61
N 21.093 6.522 -1.736 -1.37 0.37 -0.80
H 23.616 7.050 -2.803 -0.01 -0.14 0.49
H 22.763 8.493 -2.168 -0.30 -0.41 0.39
H 23.089 8.294 -3.815 -0.38 -0.11 -0.50
H 20.774 7.773 -3.381 -0.53 -0.20 -0.15
H 20.417 5.362 -4.064 -0.44 0.19 -0.36
H 22.082 5.028 -3.747 0.09 -0.25 0.53
H 20.979 4.483 -6.359 -0.17 0.29 -0.08
H 22.720 4.309 -6.129 0.01 -0.03 0.82
H 22.233 5.520 -7.227 -0.58 -0.20 -0.30
H 21.644 5.734 -1.430 1.34 0.29 -0.39
H 20.273 5.954 -1.897 -1.03 0.26 0.15
C 24.430 0.124 0.797 0.35 -1.57 1.44
C 24.343 0.936 2.117 2.27 0.77 -1.18
C 25.581 0.703 3.134 -1.35 -0.51 -0.92
O 25.418 -0.579 3.791 -0.40 0.61 -1.67
C 26.356 -0.819 4.762 0.84 0.92 1.41
N 24.285 2.316 1.640 -0.15 0.77 1.87
H 25.352 0.270 0.234 0.34 0.27 0.46
H 23.665 0.309 0.042 -0.46 0.17 0.60
H 24.412 -0.904 1.157 -0.11 -0.57 -0.74
H 23.429 0.773 2.689 0.10 -0.36 -0.10
H 25.654 1.532 3.838 -0.64 0.07 0.48
H 26.558 0.750 2.655 0.05 -0.35 -0.60
H 26.447 -1.864 5.057 -0.46 0.02 -0.17
H 26.127 -0.177 5.613 -0.37 -0.28 0.79
H 27.367 -0.454 4.582 0.37 -0.16 -1.00
H 23.386 2.354 1.180 -0.08 0.45 -0.13
H 24.923 2.567 0.899 0.59 -0.59 -0.23
C 21.058 -1.309 1.464 0.18 -0.91 -0.99
C 20.834 -0.933 0.000 -0.48 0.32 -0.45
C 20.045 -2.000 -0.945 0.86 1.74 1.15
O 20.637 -3.255 -0.819 0.66 -0.62 0.64
C 20.204 -4.248 -1.693 -0.65 -0.29 -0.44
N 20.216 0.393 0.001 -1.64 -0.39 0.00
H 20.147 -1.435 2.048 -0.13 0.17 -0.13
H 21.676 -0.516 1.885 -0.02 -0.25 0.14
H 21.598 -2.256 1.442 0.21 -0.04 0.49
H 21.817 -0.681 -0.397 0.45 -1.23 -0.50
H 20.075 -1.676 -1.985 0.10 0.31 -0.11
H 18.997 -2.035 -0.645 -0.30 0.05 0.19
H 20.493 -4.082 -2.730 0.57 0.13 -0.15
H 19.123 -4.355 -1.776 -0.50 0.33 0.44
H 20.539 -5.228 -1.352 0.42 0.20 0.04
H 19.864 0.603 -0.922 -0.25 -0.32 -0.16
H 20.905 1.117 0.144 0.36 -0.10 0.34

---

Entry 2:
170
Properties=species:S:1:pos:R:3:forces:R:3 method="wB97M-V/def2-TZVPD" smiles=COC[C@H](C)N.COC[C@H](C)N.COC[C@H](C)N.COC[C@H](C)N.COC[C@H](C)N.COC[C@H](C)N.COC[C@H](C)N.COC[C@H](C)N.COC[C@H](C)N.COC[C@H](C)N largest_force_ev_per_a=2.28 e_tot_ev=-78632.6241 molar_mass_da=891.4
C -9.286 4.129 1.371 0.00 -0.49 -0.55
C -8.230 3.035 1.442 0.71 -1.03 -0.37
C -7.221 3.294 2.540 0.67 1.44 -0.13
O -6.239 2.283 2.555 -0.35 -0.13 0.13
C -5.106 2.599 3.350 -0.48 -1.33 -0.04
N -8.835 1.704 1.431 -0.59 0.93 0.00
H -8.811 5.064 1.083 -0.26 0.16 0.09
H -9.878 4.246 2.282 0.46 0.03 0.32
H -10.040 3.841 0.635 0.23 0.16 -0.31
H -7.567 2.962 0.568 -0.39 0.82 -0.33
H -7.669 3.582 3.502 -0.01 -0.83 0.29
H -6.677 4.210 2.254 -0.23 0.21 -0.09
H -5.399 2.575 4.402 0.16 0.61 0.11
H -4.588 3.502 3.022 -0.13 0.18 0.16
H -4.463 1.728 3.223 0.30 0.20 -0.07
H -8.150 0.991 1.626 -0.27 -0.13 0.45
H -9.657 1.733 2.020 0.24 -0.78 0.29
C 2.746 3.824 -3.251 -1.12 -0.66 -0.74
C 2.777 2.294 -3.171 -0.21 1.04 0.40
C 3.585 1.748 -4.372 -1.67 0.65 1.41
O 3.374 0.360 -4.343 0.29 -0.57 0.27
C 4.079 -0.381 -5.298 0.65 -0.10 -0.40
N 3.255 1.912 -1.857 0.74 -1.64 0.04
H 2.168 4.281 -2.452 0.32 -0.10 0.52
H 2.108 4.037 -4.117 0.58 0.42 -0.31
H 3.751 4.233 -3.319 -0.09 0.21 -0.03
H 1.767 1.899 -3.352 -0.14 0.14 -0.05
H 4.618 2.099 -4.337 0.21 -0.41 -0.13
H 3.004 2.208 -5.178 0.57 -0.12 -0.64
H 3.711 -0.183 -6.312 0.29 0.35 -0.17
H 3.951 -1.456 -5.153 0.30 1.18 0.48
H 5.156 -0.210 -5.206 0.02 0.26 -0.32
H 2.667 2.164 -1.070 -0.34 0.58 -0.40
H 3.184 0.893 -1.827 0.45 0.06 0.05
C 1.805 -3.803 0.367 0.94 -0.40 -0.08
C 2.969 -4.500 1.124 -1.54 0.99 1.13
C 3.350 -5.799 0.452 0.24 0.11 -1.92
O 2.258 -6.708 0.435 0.45 -0.16 0.90
C 2.407 -7.809 -0.445 -0.87 0.48 -0.17
N 4.050 -3.550 1.243 1.29 -0.20 -1.06
H 1.028 -4.505 0.069 -0.03 -0.02 0.14
H 2.255 -3.369 -0.531 -0.15 0.04 -0.09
H 1.381 -2.995 0.960 -0.05 -0.05 0.10
H 2.596 -4.696 2.138 -0.22 -0.58 -0.06
H 4.311 -6.215 0.772 -0.23 -0.30 0.74
H 3.556 -5.582 -0.607 0.16 0.36 0.27
H 3.315 -8.398 -0.316 0.18 0.13 0.16
H 2.301 -7.474 -1.481 0.42 0.04 -0.14
H 1.531 -8.435 -0.283 0.13 -0.18 0.23
H 3.859 -2.589 1.519 -0.43 -0.83 0.21
H 4.870 -3.899 1.718 -0.12 -0.05 0.11
C 3.476 0.388 4.993 -0.15 -0.30 -0.72
C 4.544 -0.506 4.365 0.64 -0.04 1.06
C 4.564 -0.403 2.853 -0.30 0.63 0.07
O 3.370 -0.989 2.357 -0.13 0.70 0.01
C 2.975 -0.467 1.104 0.07 -0.16 -0.61
N 5.868 -0.217 4.953 -0.59 -0.25 -0.05
H 2.539 0.006 4.580 -0.27 0.41 0.26
H 3.607 1.438 4.723 0.02 -0.03 -0.12
H 3.471 0.334 6.079 0.06 -0.24 -0.01
H 4.300 -1.526 4.674 -0.02 -0.08 -0.25
H 5.457 -0.789 2.348 -0.01 -0.58 0.29
H 4.625 0.677 2.648 -0.42 0.04 -0.28
H 1.983 -0.825 0.833 0.13 0.05 0.51
H 3.633 -0.857 0.317 0.18 0.30 -0.07
H 2.956 0.625 1.084 0.09 -0.03 0.08
H 6.316 -1.111 5.092 0.59 0.30 -0.14
H 6.408 0.391 4.350 0.24 -0.16 0.07
C 0.542 5.735 0.031 1.10 -0.98 -1.02
C 0.026 4.648 0.993 -0.10 1.23 -0.43
C 0.703 4.791 2.329 0.09 -0.29 0.72
O 0.356 3.745 3.229 0.77 -0.42 -0.26
C 1.215 2.611 3.071 -0.76 0.12 -0.22
N -1.409 4.856 1.141 -0.51 -0.75 -0.28
H 1.492 5.472 -0.453 0.44 -0.14 0.65
H 0.699 6.704 0.500 -0.46 0.09 -0.03
H -0.052 5.768 -0.884 -0.71 0.45 0.47
H 0.245 3.657 0.588 -0.01 0.10 -0.09
H 0.332 5.705 2.804 0.21 0.11 -0.11
H 1.795 4.826 2.253 0.01 0.23 -0.15
H 0.821 1.874 3.765 0.34 -0.13 0.12
H 2.272 2.823 3.238 0.00 0.28 0.47
H 1.187 2.184 2.063 -0.29 0.03 -0.09
H -1.661 5.083 2.094 0.04 -0.14 0.08
H -1.920 3.999 0.873 0.04 0.57 0.37
C -1.490 -1.374 -6.134 -0.25 0.28 0.36
C -0.208 -0.568 -6.322 0.39 0.32 0.63
C -0.658 0.922 -6.254 0.45 -0.96 -0.70
O 0.354 1.922 -6.325 -0.35 0.02 0.50
C 1.249 1.751 -7.376 1.38 -0.26 -0.54
N 0.804 -0.992 -5.351 0.14 0.13 -0.23
H -2.246 -1.143 -6.886 0.13 -0.20 -0.19
H -1.942 -1.043 -5.191 0.03 -0.01 0.07
H -1.364 -2.448 -6.013 0.29 0.00 -0.40
H 0.317 -0.720 -7.266 -0.59 -0.28 -0.32
H -1.220 1.015 -5.326 0.09 0.58 0.04
H -1.326 1.013 -7.119 -0.24 0.39 0.09
H 1.834 0.834 -7.247 -0.26 -0.26 -0.29
H 2.048 2.499 -7.394 -0.45 0.46 0.58
H 0.852 1.802 -8.396 -0.58 -0.29 0.18
H 0.619 -0.763 -4.381 -0.27 0.17 -0.09
H 1.681 -0.541 -5.583 -0.09 0.10 0.27
C -2.564 -2.046 8.859 0.06 1.04 -0.83
C -2.421 -2.764 7.513 -0.01 -0.52 0.78
C -2.617 -1.798 6.346 0.52 0.16 -0.11
O -3.820 -1.053 6.429 0.35 -0.43 0.25
C -4.969 -1.856 6.339 -1.34 0.38 -0.77
N -1.070 -3.318 7.508 0.25 0.31 -0.69
H -3.547 -1.583 8.946 -0.05 -0.21 0.26
H -1.846 -1.222 8.800 -0.02 0.07 0.21
H -2.291 -2.615 9.745 -0.24 -0.38 -0.16
H -3.188 -3.543 7.422 -0.02 -0.08 0.05
H -2.557 -2.288 5.365 -0.28 -0.51 0.09
H -1.766 -1.114 6.299 -0.22 0.36 0.42
H -5.804 -1.181 6.131 0.10 0.15 0.06
H -5.302 -2.425 7.211 0.70 0.03 0.33
H -4.968 -2.534 5.479 0.43 -0.13 0.01
H -0.927 -4.017 8.221 -0.13 -0.06 0.00
H -0.795 -3.695 6.610 -0.08 -0.14 0.05
C 0.250 -1.020 -1.242 -0.52 0.41 0.35
C -0.508 -0.037 -0.355 -0.67 1.07 -0.29
C -0.857 -0.529 1.038 0.64 -1.43 -0.37
O -1.687 0.371 1.706 -0.44 0.83 0.00
C -1.800 0.100 3.088 0.69 -0.23 0.12
N 0.205 1.239 -0.194 0.35 0.53 0.11
H -0.463 -1.820 -1.442 0.37 -0.29 -0.26
H 1.186 -1.400 -0.832 -0.24 -0.02 0.02
H 0.485 -0.484 -2.163 0.02 -0.17 -0.14
H -1.422 0.230 -0.906 -0.33 -0.56 0.16
H 0.122 -0.724 1.505 -0.22 0.52 0.62
H -1.328 -1.523 1.048 -0.13 0.02 -0.41
H -2.472 0.743 3.653 -0.23 0.36 -0.72
H -0.804 0.296 3.499 -0.06 -0.62 0.43
H -2.165 -0.924 3.218 0.36 -0.09 0.26
H -0.271 1.789 0.520 -0.03 -0.35 0.21
H 0.035 1.822 -1.010 0.33 -0.34 -0.23
C 1.214 -3.936 -3.623 -0.22 -0.43 -0.19
C 2.738 -3.792 -3.588 -0.22 0.88 0.57
C 3.466 -5.063 -3.219 0.78 -0.16 -0.81
O 4.849 -4.709 -3.166 -0.26 -0.08 0.66
C 5.730 -5.766 -2.863 0.25 0.36 -0.43
N 3.251 -3.287 -4.823 0.52 -0.79 -1.69
H 0.723 -3.307 -4.368 0.45 0.36 0.12
H 0.776 -3.709 -2.652 -0.01 -0.15 0.06
H 0.909 -4.941 -3.930 0.15 -0.18 0.24
H 3.025 -3.115 -2.764 -0.30 0.10 0.13
H 3.412 -5.822 -4.011 -0.60 -0.09 0.04
H 3.107 -5.461 -2.265 0.00 0.06 -0.29
H 5.756 -6.524 -3.654 -0.16 -0.03 -0.08
H 5.531 -6.271 -1.916 -0.16 0.15 0.15
H 6.706 -5.281 -2.834 0.12 -0.27 0.19
H 4.254 -3.318 -4.922 0.07 -0.37 0.43
H 2.956 -2.414 -5.232 -1.30 -0.84 0.69
C -4.745 3.284 -1.296 0.91 0.09 -0.91
C -3.313 2.690 -1.165 -1.35 0.39 1.13
C -2.206 3.527 -1.805 -1.27 -0.67 -0.48
O -2.359 3.259 -3.197 1.25 0.62 0.10
C -1.169 3.611 -3.907 -0.16 -0.71 0.26
N -3.075 2.542 0.297 -0.46 -0.52 -0.26
H -4.770 4.290 -0.875 -0.25 -0.10 0.30
H -5.446 2.581 -0.848 -0.07 0.25 0.32
H -5.040 3.365 -2.344 0.14 0.08 -0.04
H -3.436 1.737 -1.684 0.79 -0.20 0.03
H -1.229 3.240 -1.403 0.04 -0.15 -0.23
H -2.324 4.598 -1.613 -0.06 0.02 0.13
H -0.670 4.498 -3.508 -0.45 0.42 -0.24
H -1.446 3.670 -4.956 0.25 0.31 -0.03
H -0.409 2.828 -3.792 -0.09 -0.23 -0.10
H -2.807 1.599 0.572 0.41 0.16 -0.27
H -3.978 2.633 0.754 0.07 0.27 0.07